220
Properties=species:S:1:pos:R:3:forces:R:3 method="wB97M-V/def2-TZVPD" total_charge=0 lumo_energy_ev=-0.097 homo_energy_ev=-8.17
C -1.675584 -2.329108 2.637888 0.847 0.573 0.234
C -1.782859 -1.925599 1.160519 -1.296 -0.312 -1.184
C -2.450939 -0.520340 1.130677 0.849 -0.458 -0.509
C -2.389811 0.157605 -0.226434 -0.016 0.638 0.322
C -0.946452 0.338063 -0.630263 -0.224 -0.886 0.613
C -0.285355 -1.042160 -0.770173 1.564 -0.220 -0.650
N -0.436492 -1.824206 0.511406 -1.078 1.155 0.504
O 0.132947 -3.129365 0.465699 -0.237 0.302 -0.623
C -0.730630 -1.743411 -2.112356 -0.457 0.377 0.777
C 1.235977 -0.698186 -0.889241 -0.467 -0.051 -0.057
C -2.762823 -2.958165 0.430931 0.529 0.562 0.564
H -0.934422 -1.698504 3.128918 0.535 0.020 -0.262
H -1.373717 -3.359853 2.823753 -0.288 -0.033 -0.160
H -2.540786 -2.029566 3.229325 -0.562 -0.546 -0.415
H -3.485022 -0.541747 1.474644 0.072 -0.360 0.174
H -1.881095 0.135553 1.788845 -0.044 -0.024 0.371
H -2.815049 1.140598 -0.023928 -0.395 0.122 -0.605
H -2.929709 -0.377590 -1.007570 -0.299 0.148 0.108
H -0.419691 0.850360 0.174829 -0.007 0.157 0.102
H -0.808346 0.941609 -1.527346 -0.038 -0.242 -0.194
H -0.355386 -1.218996 -2.991139 0.392 0.095 0.175
H -0.451666 -2.794326 -2.188903 0.105 0.072 0.224
H -1.811981 -1.667619 -2.226521 -0.101 -0.271 0.136
H 1.595787 0.027802 -0.160160 -0.338 -0.263 0.581
H 1.855580 -1.591665 -0.812503 0.151 0.082 -0.434
H 1.377355 -0.140933 -1.815300 0.211 -0.542 -0.389
H -2.334872 -3.959190 0.484730 -0.159 -0.032 0.153
H -3.035086 -2.786539 -0.610470 0.541 0.428 -0.115
H -3.723718 -2.900776 0.942295 0.050 -0.339 0.344
H 1.055773 -2.941989 0.652494 0.168 -0.198 0.206
C 7.075348 6.227586 5.673696 -0.304 0.736 0.153
C 6.396992 5.037499 5.041140 -0.308 -1.194 -0.481
C 7.007286 3.790389 5.677828 0.328 -1.193 -0.587
C 6.207517 2.516698 5.489733 -0.829 -0.498 0.538
C 4.828919 2.700320 6.073576 0.029 0.437 -0.499
C 4.108217 3.895447 5.440493 -2.723 -0.193 -1.072
N 4.933196 5.068062 5.383730 2.264 1.799 0.786
O 4.344362 6.294053 4.839656 -0.088 -1.776 -0.304
C 3.557235 3.491985 4.010085 0.557 -0.194 0.503
C 2.850722 4.173510 6.314460 0.285 -0.147 0.064
C 6.747399 5.081261 3.519680 -0.586 0.226 0.624
H 6.649258 7.101543 5.180999 0.214 0.371 0.334
H 8.157867 6.273366 5.554671 -0.014 -0.319 -0.352
H 6.903484 6.244555 6.749925 -0.281 0.135 0.007
H 7.948464 3.564274 5.176688 0.418 0.562 0.217
H 7.193650 3.935588 6.741920 -0.029 0.095 0.054
H 6.593922 1.644615 6.017230 0.718 0.165 0.052
H 6.101118 2.168832 4.462232 0.240 0.394 -0.282
H 4.892113 2.831863 7.153761 0.018 0.085 0.091
H 4.260662 1.792348 5.871656 -0.359 0.123 0.129
H 3.096087 4.345923 3.513860 0.198 0.043 -0.003
H 4.365424 3.074433 3.409600 0.133 0.348 -0.226
H 2.823401 2.686377 4.033973 -0.186 0.057 0.400
H 3.097909 4.302811 7.368154 0.317 0.183 0.024
H 2.272007 5.043355 6.003717 0.098 -0.071 -0.229
H 2.216020 3.287759 6.287782 -0.140 0.024 -0.182
H 6.312532 6.003510 3.134372 0.156 0.007 -0.250
H 6.374947 4.256446 2.912174 -0.089 -0.133 0.253
H 7.834331 5.107493 3.442353 -0.020 0.111 -0.159
H 4.479404 6.959612 5.518176 -0.022 -0.191 0.379
C 8.006577 6.583682 -3.887158 0.028 0.662 -0.600
C 6.764888 5.873241 -4.464003 0.069 -0.658 0.162
C 6.765988 4.410898 -3.965511 -0.253 -0.188 -0.048
C 6.257309 4.289921 -2.558618 -0.021 -0.429 -0.622
C 4.850377 4.783038 -2.469330 0.255 0.399 -0.462
C 4.783937 6.303310 -2.862955 -1.427 -1.617 1.770
N 5.506143 6.583549 -4.093508 0.009 -1.667 -0.173
O 5.581310 7.951629 -4.307710 -0.003 0.365 -0.482
C 3.300221 6.536570 -3.086705 -0.738 0.355 -1.154
C 5.180392 7.047559 -1.574602 0.360 -0.126 -1.316
C 6.824674 5.745214 -5.995340 0.808 1.132 -0.302
H 7.854149 7.124587 -2.953197 -0.280 -0.377 0.331
H 8.284578 7.384253 -4.572649 0.355 -0.062 -0.187
H 8.849664 5.906374 -3.751005 -0.050 0.066 -0.112
H 6.177828 3.798024 -4.648566 -0.467 0.032 0.097
H 7.747238 3.941523 -4.035831 0.364 0.524 -0.155
H 6.843542 4.932987 -1.902182 0.351 -0.369 0.224
H 6.271069 3.252880 -2.223245 0.398 -0.002 0.162
H 4.630648 4.531723 -1.431701 -0.891 0.895 0.143
H 4.124126 4.253980 -3.086388 0.316 -0.376 -0.203
H 2.691537 6.198291 -2.248159 0.114 0.271 0.198
H 3.043276 7.549745 -3.395786 0.165 0.360 0.572
H 2.944361 5.982498 -3.955316 0.225 -0.456 -0.055
H 4.524832 6.680532 -0.784907 0.141 0.382 0.047
H 6.210427 6.745755 -1.384749 0.070 0.592 0.534
H 5.048211 8.108722 -1.785716 0.261 0.146 0.616
H 5.965726 5.244895 -6.442566 0.005 -0.003 0.316
H 7.747170 5.267725 -6.325683 0.022 -0.598 0.308
H 6.959498 6.716058 -6.472176 -0.522 0.349 0.087
H 6.276291 8.272062 -3.728118 0.315 0.387 0.307
C 4.485911 -3.669128 -5.088644 0.595 0.703 -0.817
C 4.788066 -5.080717 -5.419024 1.217 -1.983 -1.020
O 5.795461 -5.474762 -6.003703 -1.021 1.028 0.745
C 3.732093 -6.073292 -5.024252 -0.240 0.114 0.491
H 4.523812 -3.437508 -4.024208 -0.130 -0.197 -0.005
H 3.495671 -3.463740 -5.495262 -0.145 0.209 0.241
H 5.215972 -3.064451 -5.626689 -0.062 0.228 0.192
H 3.062956 -6.364072 -5.834050 0.070 0.322 -0.226
H 3.148895 -5.555919 -4.262476 -0.320 -0.604 0.232
H 4.182838 -7.002107 -4.674646 0.027 0.171 0.195
C -9.439411 4.815197 -2.733672 -0.236 0.038 0.052
C -9.220452 4.195343 -1.389949 -0.794 -3.948 1.151
O -10.050664 3.393791 -0.926560 0.767 1.887 -0.797
C -7.853355 4.167289 -0.706388 -0.588 1.379 -0.347
H -9.155951 5.867307 -2.705332 -0.102 -0.017 -0.431
H -10.458912 4.618571 -3.065402 -0.193 0.531 0.430
H -8.883385 4.261812 -3.490440 0.707 0.193 0.166
H -7.436319 5.168441 -0.815393 0.590 -0.100 0.063
H -7.227288 3.422577 -1.197872 0.021 0.114 -0.092
H -7.948792 3.931954 0.353612 -0.148 -0.079 -0.201
C -2.591178 6.795633 -0.557171 -0.386 -0.219 -0.828
C -3.396390 7.720469 -1.468698 1.741 -0.417 -0.751
O -4.123724 8.520845 -0.960918 -0.918 0.496 0.065
C -3.118464 7.729034 -2.989944 -1.031 -0.173 0.576
H -3.313908 6.247489 0.047247 0.236 0.293 0.466
H -1.939843 7.476910 -0.009706 -0.113 -0.313 0.418
H -1.985660 6.048240 -1.069873 0.043 0.176 -0.197
H -3.571300 8.642883 -3.374538 0.478 0.116 -0.110
H -3.700540 6.930071 -3.449246 -0.081 -0.311 0.078
H -2.087276 7.543816 -3.290699 0.028 0.331 0.276
C -8.199068 -5.520465 -0.556588 0.524 -1.413 -0.267
C -7.939155 -6.707446 0.392984 2.533 -0.939 0.793
O -7.049758 -7.577886 0.269992 -2.162 2.343 -0.674
C -8.746912 -6.748095 1.655494 -0.703 -0.865 0.096
H -7.808289 -4.578490 -0.171766 -0.160 -0.111 0.353
H -9.271383 -5.455334 -0.741000 0.023 0.216 0.032
H -7.670754 -5.721741 -1.488501 -0.118 0.026 -0.070
H -8.942015 -5.798742 2.154253 0.119 0.007 -0.186
H -8.355668 -7.509128 2.330655 0.461 0.396 0.093
H -9.699942 -7.206402 1.391297 -0.480 0.341 -0.166
C -1.383927 -9.258826 6.306447 -0.913 0.636 -0.968
C -1.583770 -8.615544 4.935947 1.259 0.112 -1.944
O -0.759469 -8.710170 4.012436 -1.427 -0.031 2.002
C -2.875878 -7.844896 4.712702 0.376 0.018 -0.180
H -0.967617 -10.258225 6.180053 0.282 0.293 0.333
H -2.373756 -9.286107 6.762058 0.063 -0.350 0.216
H -0.813190 -8.541405 6.896082 0.430 -0.385 0.087
H -3.104121 -7.178805 5.544769 -0.116 -0.167 0.124
H -3.675812 -8.573429 4.580617 -0.167 -0.015 0.244
H -2.832868 -7.254521 3.797439 0.209 -0.090 0.051
C -2.956870 3.100745 -5.894633 -0.115 0.912 1.035
C -4.239167 3.745973 -6.400211 0.485 -0.730 -0.836
O -5.310482 3.354138 -5.990221 0.287 0.441 0.021
C -4.110191 4.722425 -7.537301 -0.167 0.300 0.516
H -3.203029 2.959983 -4.842164 0.247 -1.128 -0.042
H -2.055330 3.710877 -5.839080 -0.161 0.521 -0.545
H -2.674173 2.235264 -6.493902 -0.410 -0.292 0.368
H -3.837887 5.701892 -7.144141 -0.156 0.171 0.216
H -5.084990 4.792753 -8.019925 0.327 0.055 -0.368
H -3.250531 4.472224 -8.158986 -0.345 -0.272 -0.334
C 2.996443 -4.010408 4.813374 -0.154 0.224 1.888
C 4.206688 -3.870046 5.769453 0.088 -0.193 -0.263
O 4.101159 -3.539476 6.924843 -0.627 0.221 0.064
C 5.571793 -4.194973 5.229197 0.198 -0.051 0.480
H 2.139890 -4.078320 5.484044 -0.087 -0.434 0.133
H 3.049417 -4.921751 4.217764 0.073 0.503 -0.425
H 2.746470 -3.063642 4.334591 0.627 -0.194 -0.763
H 5.964800 -3.293237 4.759611 -0.154 -0.271 -0.872
H 5.509547 -5.108438 4.637745 0.344 0.421 -0.546
H 6.289099 -4.342351 6.036568 -0.322 -0.226 0.269
C 1.741087 4.208611 -9.802202 0.999 -0.017 -1.146
C 2.312739 2.949720 -10.457155 -0.797 0.161 0.351
O 2.967253 2.339151 -9.351298 0.611 -1.367 -1.839
C 2.391816 2.720465 -8.238142 0.768 -0.739 4.173
O 2.538892 2.199901 -7.130772 -0.588 1.407 -3.176
O 1.717406 3.841609 -8.475010 -1.778 0.484 2.334
F 3.189712 3.293199 -11.391502 1.046 0.068 -0.725
H 0.790784 4.596613 -10.168906 0.027 -0.313 0.155
H 2.532207 4.950484 -9.911112 -0.159 0.368 -0.277
H 1.619300 2.241239 -10.910254 -0.129 -0.045 0.165
C 4.585629 -8.826935 -1.068335 -0.941 0.342 0.822
C 4.843710 -9.269998 0.347504 -1.037 -0.286 0.287
O 4.793909 -8.079769 1.117547 0.121 -1.586 1.328
C 4.753423 -7.031930 0.324127 0.493 2.881 -0.629
O 4.780610 -5.858817 0.597653 -0.161 -1.322 0.742
O 4.714686 -7.414373 -0.931903 0.442 -0.371 -2.561
F 6.065991 -9.833940 0.374717 0.936 -0.059 0.614
H 3.551086 -8.970197 -1.380281 0.185 -0.528 -0.213
H 5.323954 -9.369699 -1.658582 -0.088 0.774 -0.568
H 4.140059 -9.998535 0.750250 0.015 0.180 0.172
C -7.764041 -2.477535 -5.277684 -0.101 1.526 0.763
C -6.828159 -1.468488 -4.644118 -0.699 0.516 -1.406
O -5.557316 -1.920268 -5.149477 -0.490 3.542 1.299
C -5.606232 -3.190345 -5.414456 0.759 -2.510 -0.019
O -4.626809 -3.874019 -5.587848 -2.055 0.602 -0.048
O -6.926565 -3.569010 -5.376999 0.722 -2.440 -1.057
F -6.872669 -1.464564 -3.310320 0.529 -0.419 1.127
H -8.093738 -2.001018 -6.200898 0.172 -0.639 -0.620
H -8.666775 -2.672599 -4.698797 0.317 -0.271 0.228
H -7.108880 -0.461625 -4.953185 0.867 0.125 -0.251
C -0.790519 -7.918104 -1.643140 0.286 0.218 -0.346
C -2.234006 -8.175814 -1.706379 -1.496 0.037 1.034
O -2.326331 -9.461568 -2.304018 -0.309 0.493 0.990
C -1.236947 -9.612660 -3.049899 0.892 -1.896 -3.408
O -1.084815 -10.543454 -3.845896 0.080 2.986 2.578
O -0.413644 -8.510021 -2.881239 0.725 -1.729 -0.182
F -2.866404 -7.298973 -2.514354 -0.347 0.396 -0.306
H -0.440491 -8.456775 -0.762561 0.644 -0.052 -0.116
H -0.493789 -6.869360 -1.629596 -0.151 -0.157 -0.002
H -2.703196 -8.164251 -0.722595 -0.330 -0.256 -0.192
C -4.740601 -3.330055 10.347421 0.379 0.280 1.516
C -3.580842 -3.806271 9.612364 1.334 0.879 -2.077
O -4.087137 -3.934742 8.307076 -0.013 -0.017 -1.089
C -5.428823 -4.025263 8.360053 -2.692 -2.668 -2.951
O -6.184530 -4.379158 7.435331 2.813 1.710 2.985
O -5.828402 -3.886252 9.629481 -0.470 0.973 0.483
F -3.171484 -4.991014 10.049854 0.508 -1.615 0.443
H -4.663044 -2.242846 10.354770 -0.878 0.093 0.105
H -4.602212 -3.760788 11.339102 -0.891 0.261 0.175
H -2.709756 -3.158401 9.514515 -0.085 0.133 0.368
C -7.592933 1.217626 6.634624 -1.152 0.022 1.095
C -7.392994 1.345835 5.176273 0.425 -1.083 0.268
O -6.007555 1.737371 5.156566 0.035 -0.362 -0.902
C -5.395195 1.116497 6.204787 2.172 -1.121 0.488
O -4.221522 0.805809 6.319546 -2.740 1.266 -0.600
O -6.327930 0.795258 7.129311 -0.010 0.434 -0.048
F -8.204116 2.240106 4.595087 0.380 0.455 -0.035
H -8.315375 0.455719 6.927350 -0.046 0.185 -0.102
H -7.929525 2.205055 6.950516 0.323 0.062 0.750
H -7.594818 0.364717 4.746411 0.624 0.103 -0.900